Record 1
C6H8O6Rb | wB97M-V/def2-TZVPD

Results
calculated total energy = -19283.186 eV
HOMO level = -8.938 eV
total charge = +1
molar mass = 261.6 g/mol
2S+1 = 1

Element x y z (Å)
O 5.633 -0.589 -5.604
C 6.351 -1.149 -4.740
O 7.245 -1.980 -5.027
O 6.214 -0.710 -3.477
C 7.036 -1.297 -2.477
C 6.648 -0.695 -1.139
C 7.542 -1.242 -0.038
C 7.323 -0.723 1.299
O 6.263 -0.128 1.607
Rb 6.235 -2.383 -9.739
H 8.094 -1.099 -2.700
H 6.888 -2.387 -2.473
H 5.599 -0.933 -0.917
H 6.737 0.398 -1.185
H 8.624 -1.088 -0.224
H 7.476 -2.343 0.075
H 7.996 -1.007 2.119
O 5.789 1.967 3.500
C 6.446 1.246 4.185
O 7.029 0.713 5.029
H 6.120 0.970 1.823

***

Record 2
C33H51CoF5N3OPSSe2Si | wB97M-V/def2-TZVPD

Results
calculated total energy = -251469.811 eV
HOMO level (alpha / beta) = 1.119 / -0.132 eV
total charge = -2
molar mass = 908.8 g/mol
2S+1 = 4

Element x y z (Å)
Co 0.660 0.397 0.653
F 4.221 -4.956 -0.106
C 3.862 -3.772 0.415
C 2.735 -3.119 -0.063
F 2.001 -3.664 -1.045
C 2.388 -1.901 0.492
F 1.327 -1.185 0.111
C 3.132 -1.329 1.501
S 2.495 0.162 2.006
C 4.262 -1.977 1.986
F 5.017 -1.458 2.967
C 4.624 -3.205 1.436
F 5.711 -3.851 1.886
C -5.665 -0.249 0.946
C -4.966 0.997 0.429
C -3.641 0.670 -0.271
C -2.990 -0.656 0.187
C -3.289 -0.849 1.682
C -4.791 -0.999 1.949
P -1.174 -0.695 -0.164
C -0.627 -2.465 -0.018
C -0.087 -2.757 1.396
C 0.138 -4.250 1.602
C -1.160 -5.047 1.485
C -2.206 -4.392 0.585
C -1.585 -3.554 -0.529
C -0.949 -0.371 -1.977
C -1.910 -1.094 -2.932
C -2.111 -0.366 -4.266
C -0.843 0.341 -4.719
C -0.385 1.395 -3.712
C -0.873 1.133 -2.283
H -5.901 -0.908 0.101
H -6.621 0.014 1.412
H -4.772 1.675 1.270
H -5.621 1.542 -0.261
H -2.968 1.522 -0.113
H -3.826 0.620 -1.351
H -3.477 -1.472 -0.357
H -2.909 0.013 2.249
H -2.786 -1.723 2.100
H -5.003 -0.645 2.966
H -5.067 -2.060 1.931
H 0.252 -2.515 -0.677
H -0.761 -2.392 2.178
H 0.862 -2.225 1.544
H 0.595 -4.433 2.582
H 0.855 -4.612 0.854
H -1.597 -5.191 2.480
H -0.923 -6.050 1.110
H -2.864 -3.763 1.192
H -2.848 -5.169 0.152
H -2.379 -3.162 -1.167
H -1.011 -4.237 -1.171
H 0.057 -0.758 -2.191
H -2.900 -1.258 -2.497
H -1.506 -2.094 -3.139
H -2.919 0.370 -4.161
H -2.438 -1.083 -5.028
H -0.999 0.810 -5.698
H -0.047 -0.402 -4.854
H -0.736 2.386 -4.025
H 0.711 1.443 -3.726
H -1.858 1.598 -2.167
H -0.206 1.652 -1.584
C 4.400 -0.587 -2.700
N 4.382 0.873 -2.711
C 5.179 1.676 -3.445
C 4.846 2.988 -3.170
N 3.844 2.991 -2.267
C 3.193 4.170 -1.703
C 3.577 1.694 -2.002
Se 2.347 1.147 -0.882
H 5.178 -0.973 -3.394
H 3.411 -0.977 -3.021
H 4.624 -0.951 -1.675
H 5.945 1.336 -4.130
H 5.302 3.871 -3.598
H 3.637 5.099 -2.121
H 3.323 4.177 -0.600
H 2.110 4.152 -1.946
O -1.306 -1.109 4.198
C -0.772 -0.699 3.234
N -0.202 -0.263 2.207
C 1.485 5.626 2.448
Si 0.408 4.308 3.213
C 1.001 3.948 4.946
C -1.360 4.904 3.271
Se 0.528 2.407 1.960
H 1.427 6.551 3.058
H 1.133 5.839 1.418
H 2.536 5.271 2.414
H 0.942 4.873 5.556
H 2.051 3.594 4.911
H 0.361 3.164 5.400
H -1.418 5.828 3.880
H -1.999 4.120 3.725
H -1.711 5.117 2.240
H -0.119 1.413 -0.296

***

Record 3
C17H30FNO6S2 | wB97M-V/def2-TZVPD

Results
calculated total energy = -56267.789 eV
HOMO level = -8.831 eV
ΔE to the lowest compared entry with this formula, charge and spin = 3.068 eV
molar mass = 427.6 g/mol
2S+1 = 1

Element x y z (Å)
C 16.700 53.372 29.909
C 16.368 53.947 31.322
O 16.547 53.396 32.307
N 15.826 55.373 31.225
H 16.179 56.166 30.531
H 14.966 55.593 30.894
C 15.606 55.971 32.542
H 17.373 53.927 29.223
H 15.963 53.382 29.234
H 17.063 52.305 30.066
H 16.707 56.346 32.878
H 15.332 55.584 33.539
H 14.946 56.896 32.241
O 17.039 56.957 29.650
H 17.801 56.766 29.223
F 21.023 55.543 32.629
C 20.815 56.805 32.941
C 21.637 57.681 33.707
C 21.218 58.967 33.973
C 19.919 59.490 33.650
C 19.208 58.800 32.655
C 19.643 57.501 32.327
H 22.465 57.193 34.041
H 21.706 59.381 34.771
H 19.625 60.306 34.252
H 18.406 59.252 32.317
H 19.152 56.622 31.589
C 18.128 54.313 24.716
C 18.004 54.445 26.276
C 17.371 55.692 26.526
S 16.088 55.848 25.347
O 16.177 57.187 24.865
O 14.866 55.402 25.897
C 16.671 54.731 24.092
H 18.257 53.107 24.582
H 18.852 55.038 24.334
H 18.981 54.150 26.698
H 17.314 53.682 26.477
H 18.028 56.679 26.419
H 16.974 55.621 27.536
H 16.618 55.328 23.109
H 16.110 53.989 24.148
C 16.038 60.572 27.303
C 17.025 60.264 28.480
C 17.493 61.502 29.054
S 17.531 62.707 27.900
O 18.807 62.678 27.317
O 16.901 63.943 28.444
C 16.488 61.977 26.713
H 15.029 60.319 27.698
H 16.040 59.779 26.412
H 18.060 60.033 27.958
H 16.625 59.787 29.253
H 18.486 61.335 29.332
H 16.758 61.806 29.871
H 17.286 61.753 26.037
H 15.758 62.583 26.245

***

Number 2 is which compound?
C33H51CoF5N3OPSSe2Si